Here is a 2-piece molecular cluster, C6H16NO overall from OMol25. Energies are from ωB97M-V with the def2-TZVPD basis set.

XYZ file:
```
24
Properties=species:S:1:pos:R:3:forces:R:3:mulliken_charge:R:1
H 0.462229 -4.054653 0.657935 -0.099 0.104 0.839 0.45
H -1.707997 1.189014 0.237132 0.439 -0.699 -1.538 0.42
N 0.761211 1.461823 -1.220220 -1.700 -1.873 -0.100 -0.16
H -0.558286 -1.264929 2.831030 -0.165 0.174 0.059 0.28
H 0.407345 4.485251 -2.442030 0.130 0.359 -0.050 0.34
C -0.254349 -2.009881 0.828030 -1.385 -1.587 -2.345 1.03
C -0.871826 0.490709 0.476475 -0.791 1.252 1.426 -1.11
C -0.124404 -2.035750 2.212061 -0.090 1.218 0.661 -0.77
C -1.074472 -1.023057 0.052008 2.171 3.081 -0.891 -0.33
C 0.535540 1.237367 0.239172 -1.972 -0.268 1.709 -0.46
H 0.390134 -2.806914 2.727488 0.507 -0.738 0.192 0.36
C 0.016315 -3.259666 0.063369 1.435 -0.828 1.594 -1.32
H -0.855862 -1.005771 -1.059101 -0.122 -0.981 1.154 0.26
H 0.823220 -3.230753 -0.668657 -0.514 0.723 -0.921 0.38
O 0.999307 4.063149 -1.810158 -0.310 -0.374 0.086 -0.69
H -0.905509 -3.724288 -0.252382 -0.470 0.315 -0.943 0.36
H -1.213213 0.651145 1.520905 1.290 -0.647 0.282 0.48
H 1.268544 4.737583 -1.176700 -0.025 0.188 -0.126 0.34
H 0.378836 2.362448 -1.503004 0.989 1.299 0.027 0.36
H 0.132502 0.835891 -1.768761 1.110 -0.078 0.276 0.34
H 1.338300 0.577692 0.689363 -0.570 1.312 -0.659 0.32
H -2.112240 -1.301954 0.121007 -0.673 -0.225 0.279 0.47
H 1.738179 1.323582 -1.446105 0.176 0.389 -0.640 0.34
H 0.426494 2.301962 0.691141 0.637 -2.116 -0.371 0.29
```
Forces are in eV/Å.

Computed properties:
Relative energy (zero: lowest compared OMol25 entry of this formula, charge and spin) = 1.472 eV
Kohn-Sham gap (spin up / spin down) = 10.6 / 6.9 eV
Net charge = +2
Spin multiplicity = 2

Here is C20H25BN7O4OsS4 as an isolated structure from OMol25. Energies are from ωB97M-V with the def2-TZVPD basis set.

XYZ file:
```
62
Properties=species:S:1:pos:R:3:forces:R:3:mulliken_charge:R:1
H -3.269332 -3.403993 1.382803 -0.021 0.024 0.036 -0.13
H 1.386839 -4.979646 0.714164 0.002 0.000 0.004 0.45
O 2.028192 0.668275 0.235614 -0.003 0.066 -0.008 -0.21
C -3.717338 3.167461 -0.613323 0.001 0.012 0.000 -0.70
H -2.777366 -1.713163 2.353085 0.047 0.019 -0.018 -0.08
H 3.116910 -3.516673 1.676675 0.004 0.001 -0.008 0.35
C 3.758238 0.441891 -1.906376 -0.010 0.000 0.009 -0.47
C 0.001762 -2.361275 1.976712 -0.039 0.005 0.017 -0.21
C -3.948857 -1.424728 -0.421231 0.005 -0.011 -0.042 -0.94
H -1.127547 0.271548 -3.052465 -0.003 -0.006 -0.007 0.31
C -4.004352 2.211090 0.523642 -0.001 -0.022 0.003 -0.41
C 2.174545 1.607726 -3.323069 0.042 -0.020 0.017 0.46
C 0.675646 2.266453 4.372885 -0.013 -0.077 0.012 0.57
H 3.182707 1.860965 2.857060 0.010 -0.012 0.002 0.39
C -0.664656 -4.171931 0.963956 0.040 0.016 -0.009 -0.45
H -4.596957 -0.637911 -2.385406 0.004 -0.001 -0.005 0.46
N 1.091819 -3.094224 1.699324 0.001 -0.069 0.062 0.30
H -1.370286 -4.852594 0.523530 0.004 -0.009 0.008 0.51
S -2.130276 2.691464 -1.356237 0.006 -0.007 -0.001 0.00
H -4.780487 2.590513 1.186421 -0.002 0.001 -0.002 0.49
H -4.474666 3.099657 -1.393056 0.000 0.003 -0.002 0.45
C -1.449853 2.149324 0.133422 -0.025 -0.044 -0.013 0.18
C 4.601847 0.254977 -2.974314 -0.001 0.008 -0.015 -0.95
H 1.744585 0.555635 5.026915 -0.005 0.005 -0.002 0.28
H -4.276930 1.220530 0.161406 0.004 0.003 0.001 0.07
N 0.542461 1.915774 -0.971708 0.021 -0.023 -0.024 -0.87
O 0.239891 2.953370 5.238005 0.002 0.026 0.005 -0.54
H -4.822558 -1.655480 0.162926 0.003 -0.014 0.001 0.57
O 0.043299 2.046303 3.200256 0.007 0.049 -0.004 -0.75
B -2.536004 -2.450689 1.432228 0.014 0.052 0.043 -0.21
C -1.787151 -1.337282 -0.896247 -0.027 0.147 0.049 -0.48
S -0.082583 -1.394545 -0.884495 0.004 0.087 -0.073 -0.12
H -1.475363 -1.320632 -3.730776 0.009 0.001 -0.008 0.32
N -1.079664 -3.003925 1.546130 -0.061 -0.090 0.010 0.09
H 2.703686 -1.834823 1.289359 0.004 -0.015 0.000 0.12
H -3.643744 4.198425 -0.269983 -0.003 -0.001 -0.003 0.38
C -3.844920 -0.927518 -1.672852 0.024 0.031 0.016 -0.44
H -2.696826 -0.031542 -3.842695 0.003 0.009 0.001 0.29
C 0.685822 -4.238179 1.051985 -0.006 0.072 -0.019 -0.36
S -2.487021 2.060192 1.508949 0.009 0.006 0.009 0.03
S -0.036113 -0.890565 2.889126 -0.002 0.011 0.045 -0.40
H 2.689903 2.051089 5.103125 0.003 0.004 0.000 0.42
C 1.656607 1.252511 -0.909118 -0.002 0.008 0.066 0.92
H 4.884998 0.603362 -5.077479 0.001 0.001 0.000 0.40
C 2.537847 1.118002 -2.054871 -0.010 -0.015 -0.034 0.35
H 3.044306 0.270280 3.197615 0.001 -0.003 0.010 0.30
Os 0.868835 1.051551 1.750725 -0.012 -0.176 -0.065 1.05
N -0.189923 1.804856 0.204148 -0.056 0.085 -0.069 0.17
N -2.498097 -0.868899 -1.960417 -0.017 -0.048 0.016 0.36
H 5.539443 -0.267018 -2.846869 0.001 0.001 -0.001 0.43
N 2.528240 1.145096 3.164529 0.077 0.000 0.039 -0.58
N -2.679826 -1.679672 0.058699 0.000 -0.129 -0.078 0.89
C -1.913175 -0.462343 -3.223898 0.005 -0.007 0.026 -0.86
H 2.737661 1.793957 -5.367690 0.003 0.000 0.001 0.45
H 4.023316 0.063016 -0.929122 0.000 0.002 -0.003 0.39
C 3.036805 1.410479 -4.401878 -0.018 0.009 -0.006 -0.66
H 0.529208 2.353571 -2.735902 0.015 0.019 -0.009 0.55
C 1.979954 1.484171 4.506713 -0.009 0.025 -0.009 -0.48
H 2.605658 -2.434192 2.978315 0.002 0.008 -0.002 0.31
C 4.229815 0.745761 -4.228128 0.007 -0.009 0.011 -0.36
O 1.028273 2.261145 -3.569054 -0.042 0.000 0.014 -0.71
C 2.462759 -2.687002 1.928233 0.003 -0.003 0.002 -0.68
```
Forces are in eV/Å.

Computed properties:
Relative energy (zero: lowest compared OMol25 entry of this formula, charge and spin) = 0.057 eV
Kohn-Sham gap (spin up / spin down) = 6.9 / 4.3 eV
Net charge = +1
Spin multiplicity = 5

Here is one molecule with the formula C7H11N from OMol25. Energies are from ωB97M-V with the def2-TZVPD basis set.

XYZ file:
```
19
Properties=species:S:1:pos:R:3:forces:R:3:mulliken_charge:R:1
H -0.463315 -1.935134 -1.006638 -1.198 -0.649 -1.733 0.37
H 2.207284 0.336576 -1.257040 -0.388 -0.981 0.447 0.26
C -0.541506 -1.446982 -0.074858 -1.698 -1.573 1.441 -0.93
H 1.836197 -1.538762 -0.896722 1.152 -0.067 -0.802 0.36
H -0.276989 -2.225725 0.631860 0.154 -0.133 0.379 0.37
C 0.204841 2.147779 0.123303 1.827 -3.384 -0.385 -1.32
N -1.776455 -0.781545 0.420077 -0.877 -1.024 -1.560 -0.41
H 1.626018 -1.282327 1.369592 0.266 0.949 0.386 0.25
H 1.347787 2.203003 0.363287 -2.359 0.221 -0.748 0.13
H -2.203705 0.625348 -1.210316 -0.312 -0.257 -0.948 0.24
H 1.747383 0.688817 1.194534 -0.192 -1.715 0.402 0.12
C -1.791607 0.543123 -0.229575 0.461 0.623 1.604 -0.54
H -0.334535 3.035661 0.034100 -0.801 1.276 0.151 0.41
C 0.396678 -0.384304 -0.112428 0.400 4.171 0.466 1.32
H -2.254661 1.261964 0.426952 -0.922 0.105 0.053 0.41
C -0.347327 0.918496 -0.132180 1.322 1.742 -0.108 0.42
H -2.624394 -1.339008 0.187118 0.879 0.645 0.275 0.26
C 1.482479 -0.335641 0.830488 2.516 0.085 0.489 -0.94
C 1.765823 -0.491344 -0.661556 -0.229 -0.033 0.191 -0.79
```
Forces are in eV/Å.

Computed properties:
Relative energy (zero: lowest compared OMol25 entry of this formula, charge and spin) = 3.156 eV
Kohn-Sham gap = 9.8 eV
Net charge = 0
SMILES string = C=C1CNCC12CC2

Here is a 9-piece molecular cluster, C4H26N2O9 overall from OMol25. Energies are from ωB97M-V with the def2-TZVPD basis set.

XYZ file:
```
41
Properties=species:S:1:pos:R:3:forces:R:3:mulliken_charge:R:1
C -0.014141 1.697093 -1.385180 0.763 -0.108 -0.488 -0.90
H -3.365828 1.589602 1.027380 -0.176 0.016 -0.127 0.36
H 0.418374 2.504571 -1.985411 -0.088 -0.086 0.064 0.36
H -2.200420 1.090327 -3.149509 -0.008 -0.107 -0.305 0.30
H 2.960235 1.794861 0.903259 0.141 0.348 -0.849 0.43
H -1.438274 -1.759206 -2.278851 -0.050 -0.135 -0.019 0.36
O -2.243479 1.237251 2.680632 0.356 0.604 -0.056 -0.74
H 0.329444 1.841756 -0.360184 -0.334 0.134 -0.050 0.27
N 0.559533 0.435219 -1.899019 -0.383 -0.224 0.297 -0.26
H 1.865034 -1.053848 1.695682 -0.195 0.065 0.132 0.36
H -2.319059 0.879229 0.309291 0.470 -0.398 -0.143 0.28
O -3.153659 1.303431 0.125360 -0.375 0.316 -0.105 -0.70
H -1.439004 1.060573 2.161454 -0.565 -0.023 0.425 0.33
H -1.985123 -0.366581 -1.392037 -0.144 0.204 0.167 0.12
O -0.834083 -3.543517 1.399677 -0.371 0.360 -0.314 -0.63
H -2.417982 0.415960 3.146450 0.143 -0.402 0.080 0.35
H 3.499423 -0.010255 -1.994820 0.011 -0.206 -0.005 0.29
H 0.041700 -3.170080 1.217184 -0.064 -0.634 0.253 0.35
H -0.793756 -4.461621 1.678159 0.508 0.046 -0.087 0.28
H 0.799738 -1.589515 -1.553751 -0.199 0.058 0.013 0.40
O -0.249567 0.000659 1.094500 0.118 0.013 -0.678 -0.02
H -2.263657 0.331343 -4.502437 0.279 0.303 0.420 0.31
O 4.099823 -0.299148 -1.294910 -0.168 0.543 0.262 -0.69
N 1.529262 -1.296250 0.773211 1.034 -0.335 -0.231 -0.20
H 1.608638 2.144427 2.921878 -0.022 0.100 0.110 0.27
H 2.283695 -1.557499 0.140467 -0.286 0.103 -0.103 0.28
H -0.729494 -0.993712 2.525678 -0.329 -0.201 0.249 0.32
C 0.137045 -0.797053 -1.183724 0.367 0.359 0.330 0.22
O 1.823799 1.459917 2.285004 -0.471 -0.470 -0.155 -0.69
H 0.211031 0.317637 -2.847888 0.166 0.074 0.019 0.38
H 0.969784 1.032544 2.042048 0.484 0.363 0.177 0.32
O 3.436814 2.042731 0.068633 0.451 -0.243 1.085 -0.75
C -1.326009 -1.221444 -1.341674 0.173 -0.112 0.070 -1.10
C 0.460927 -0.643254 0.303822 -0.205 0.220 -0.011 -0.45
O -1.296179 -1.451634 3.170228 -0.087 -0.267 -0.003 -0.74
O -1.653011 0.756694 -3.875577 -0.393 -0.138 -0.276 -0.62
H 4.164041 0.523499 -0.749247 -0.039 -0.628 -0.195 0.43
H -1.645882 -1.850915 -0.503537 0.010 -0.005 -0.252 0.26
H -1.522916 -2.290419 2.723838 0.229 0.476 0.209 0.36
H -1.097378 1.787535 -1.470973 -0.092 -0.070 0.362 0.18
H 2.790560 2.109091 -0.625106 -0.659 0.089 -0.273 0.31
```
Forces are in eV/Å.

Computed properties:
Relative energy (zero: lowest compared OMol25 entry of this formula, charge and spin) = 0.849 eV
Kohn-Sham gap = 9.9 eV
Net charge = 0
SMILES string = CN[C@H](C)C(N)=O.O.O.O.O.O.O.O.O

Here is a 2-piece molecular cluster, C2H8N3 overall from OMol25. Energies are from ωB97M-V with the def2-TZVPD basis set.

XYZ file:
```
13
Properties=species:S:1:pos:R:3:forces:R:3:mulliken_charge:R:1
H -2.711666 0.257187 0.189049 -0.360 -0.170 -0.644 0.35
N 2.081187 -0.061201 -0.107459 -1.147 -0.868 -0.213 -0.44
H -1.321889 -0.331884 1.793042 -0.378 -0.052 0.462 0.15
N -0.933205 -0.412610 0.885101 0.706 -0.345 0.588 -0.40
H -0.739212 -1.174976 -1.557135 -0.115 0.198 -0.567 0.22
H 3.004201 -0.438027 -0.308299 0.159 0.590 -0.016 0.22
H -2.039071 -0.204105 -2.214268 0.352 0.131 -0.193 0.19
C 2.017724 1.058129 0.469112 1.495 -0.903 0.312 -0.30
H 1.049112 1.389464 0.838684 0.118 0.419 -0.272 0.29
H 0.018698 -0.726958 0.912140 0.096 -0.022 -0.909 0.20
H 2.985243 1.518985 0.715240 -0.633 0.735 0.188 0.24
N -1.607955 -0.677573 -1.448026 0.148 -0.963 0.655 -0.45
C -1.803165 -0.196433 -0.167176 -0.439 1.251 0.609 -0.27
```
Forces are in eV/Å.

Computed properties:
Relative energy (zero: lowest compared OMol25 entry of this formula, charge and spin) = 0.772 eV
Kohn-Sham gap (spin up / spin down) = 5.5 / 10.0 eV
Net charge = 0
Spin multiplicity = 2

Here is a 2-piece molecular cluster, C2HN4O2S overall from OMol25. Energies are from ωB97M-V with the def2-TZVPD basis set.

XYZ file:
```
10
Properties=species:S:1:pos:R:3:forces:R:3:mulliken_charge:R:1
N -1.387157 -1.627763 -0.853616 0.725 0.879 -0.040 0.92
O -1.643065 -1.901804 -2.019404 -0.409 0.169 0.356 -0.58
H 0.648470 2.061690 -1.486370 -0.032 -0.968 2.278 0.19
C 0.634299 1.581162 -0.394964 -0.219 -0.544 -2.573 -0.57
O -1.827723 -2.195494 0.129471 -0.041 0.317 -0.128 -0.57
N 1.556896 -0.091441 2.776626 -1.758 0.715 -1.355 -0.31
S 1.329222 2.351524 0.937403 0.560 2.301 -0.466 -0.49
C 0.143052 0.340978 -0.473758 -1.889 -0.487 -0.519 0.61
N -0.229103 -0.826436 -0.704439 1.651 0.025 -0.022 -0.35
N 0.775109 0.307586 2.089053 1.414 -2.408 2.469 0.16
```
Forces are in eV/Å.

Computed properties:
Relative energy (zero: lowest compared OMol25 entry of this formula, charge and spin) = 1.048 eV
Kohn-Sham gap (spin up / spin down) = 6.8 / 6.8 eV
Net charge = -1

> Look up the relative energy (zero: lowest compared OMol25 entry of this formula, charge and spin) of the fifth one.

0.772 eV